ORCA calculation (wB97M-V/def2-TZVPD) on 20 unconnected molecules or ions with the total composition C75H201N29O31 at a distorted geometry.

```
336
Properties=species:S:1:pos:R:3:forces:R:3
C -9.8400 -12.6863 39.2902 2.836 -2.115 0.412
O -8.7439 -13.2915 39.2628 -0.892 0.800 -0.665
N -10.3451 -12.1852 40.3708 -1.001 1.709 3.037
N -10.6844 -12.5548 38.3038 -0.777 -0.195 -3.669
H -11.2069 -11.6879 40.1975 0.133 -0.144 1.284
H -9.9558 -12.3898 41.2800 -0.206 0.160 -0.175
H -10.3623 -12.9326 37.4243 -0.314 0.342 -0.377
H -11.4032 -11.8466 38.3469 0.150 -0.404 -0.460
C -6.2537 -9.4922 40.6701 0.929 1.423 2.833
O -6.4287 -9.6377 41.8796 0.376 0.616 1.510
N -6.6598 -10.3335 39.8368 -3.643 -6.233 -3.084
N -5.5864 -8.5799 40.0371 2.217 3.605 -0.087
H -7.2048 -11.0615 40.2761 -0.173 -0.291 -0.702
H -6.7473 -10.1678 38.8443 0.046 0.080 -0.173
H -5.5812 -8.6871 39.0329 0.374 0.880 0.000
H -5.1960 -7.8127 40.5654 0.009 0.014 -0.614
C -2.1999 -13.2738 29.4498 -1.344 -1.927 -3.352
O -2.9312 -12.9797 28.5275 -1.933 1.314 -1.103
N -1.4432 -12.4803 30.0764 2.675 3.990 2.731
N -1.9904 -14.5452 29.6814 -0.104 -4.169 0.899
H -1.5379 -11.5168 29.7887 0.614 0.238 0.352
H -0.6402 -12.8723 30.5471 -0.025 0.547 0.258
H -1.3532 -14.9009 30.3797 0.000 0.190 0.012
H -2.3765 -15.1580 28.9775 0.103 0.062 0.386
C -7.4441 -13.4203 35.4331 -2.097 0.224 1.079
O -8.6158 -13.3943 35.1223 -2.156 0.052 -0.520
N -7.0001 -13.4113 36.6449 -0.260 0.007 5.033
N -6.4578 -13.4615 34.6389 3.985 -0.204 -6.241
H -6.0074 -13.4417 36.8283 -0.102 0.268 0.113
H -7.6939 -13.2956 37.3697 0.336 -0.285 0.471
H -6.6830 -13.4579 33.6543 0.077 0.084 -0.080
H -5.5152 -13.1729 34.8589 -0.311 0.059 0.276
C 0.2013 -15.1354 33.0411 0.138 4.666 1.344
O -0.0288 -14.3896 32.1026 -0.316 1.234 -1.640
N 0.4967 -14.7488 34.2681 -0.069 0.779 1.077
N 0.0733 -16.3804 32.9429 -0.640 -6.367 -1.481
H 0.8119 -13.7932 34.3550 0.390 0.360 0.687
H 0.5839 -15.4615 34.9785 0.604 0.522 0.435
H 0.5358 -16.9417 33.6437 0.000 -0.591 -0.677
H -0.0377 -16.6174 31.9674 0.027 -1.136 0.363
C 3.4301 -15.7613 37.1980 -2.258 -0.480 -2.220
O 3.4228 -16.1257 36.0215 -0.237 -0.539 0.267
N 4.4206 -15.1502 37.7359 5.590 2.266 1.894
N 2.4064 -15.7464 38.0485 -1.649 -0.686 0.552
H 4.3868 -14.8647 38.7041 0.243 -0.117 -0.331
H 5.3386 -15.2178 37.3201 -0.264 0.094 -0.011
H 1.5347 -16.0974 37.6783 -0.375 0.046 0.510
H 2.5293 -15.3346 38.9625 -0.436 -0.312 -0.374
C -0.8805 -16.9234 36.7118 -1.089 0.436 3.339
O 0.2843 -16.6254 36.7753 1.928 0.223 -0.575
N -1.6606 -17.1344 37.7909 -0.070 -0.612 3.513
N -1.6284 -16.8883 35.6815 -0.471 -0.139 -4.067
H -1.3022 -16.9272 38.7122 0.243 -0.340 -0.308
H -2.5774 -17.5580 37.7745 0.248 0.207 -0.442
H -1.1231 -16.5092 34.8934 -1.241 -0.438 -0.788
H -2.5841 -17.1730 35.8415 0.103 0.618 -0.897
C -3.0885 -10.7074 42.4408 0.394 1.136 -0.278
O -1.9263 -10.9147 42.1654 1.834 -1.243 -0.374
N -3.4931 -9.6124 43.0354 0.548 2.367 1.540
N -4.1130 -11.4188 42.1423 -2.690 -3.770 -1.642
H -2.7210 -8.9864 43.2145 -0.900 0.561 0.151
H -4.4853 -9.4469 42.9445 0.187 1.150 0.415
H -5.0393 -11.0549 42.3144 0.026 -0.132 -0.123
H -4.0302 -12.2181 41.5305 -0.164 0.014 0.201
C 1.3234 -10.6462 41.4713 -1.973 0.597 -0.698
O 2.4911 -10.5782 41.5933 5.132 0.635 0.970
N 0.7041 -11.7147 41.0994 -1.081 -5.761 -1.606
N 0.4257 -9.7098 41.5536 -1.107 3.600 0.210
H 1.2917 -12.5361 41.0912 -0.598 -0.199 -0.075
H -0.2990 -11.7488 41.2122 0.217 -0.670 0.086
H 0.7392 -8.9471 42.1368 -0.482 0.713 0.164
H -0.5356 -9.9945 41.4316 0.173 0.651 0.625
C 1.4212 -14.7207 23.9604 0.004 0.029 0.444
O 0.6938 -14.4730 25.1882 1.321 0.389 -0.614
C 0.2410 -15.6230 25.8510 -0.217 -1.233 -0.468
C 0.0863 -15.4685 27.3524 1.912 1.522 0.112
N 1.4300 -15.6126 27.9640 1.080 -0.019 1.492
C 1.5565 -15.1601 29.4235 -0.159 -1.186 -1.823
C 2.9452 -15.3556 30.0787 -0.919 0.271 1.342
O 3.7942 -14.2248 29.9364 -1.578 0.028 -2.226
C 4.7774 -14.0974 30.8579 1.698 -0.480 1.366
H 2.5063 -14.7501 24.0588 0.266 0.802 0.722
H 1.1348 -13.9356 23.2606 0.048 -0.196 -0.008
H 1.3349 -15.7113 23.5137 -1.241 -0.171 0.053
H 0.9561 -16.4359 25.7250 0.148 -0.258 -0.189
H -0.6733 -15.9019 25.3274 -0.414 -0.350 0.408
H -0.5775 -16.2049 27.8054 -0.227 0.305 -0.166
H -0.1108 -14.4112 27.5297 -1.477 -0.025 0.127
H 2.0708 -15.0295 27.4448 0.077 0.083 -0.331
H 0.7907 -15.7712 29.9012 0.328 -0.224 0.535
H 1.2127 -14.1441 29.6180 0.205 0.364 -0.228
H 3.4628 -16.3059 29.9476 0.099 -0.052 -1.142
H 2.7364 -15.4477 31.1445 -0.398 0.274 0.489
H 4.5240 -13.4624 31.7067 -0.347 0.138 0.189
H 5.7009 -13.6942 30.4423 -0.142 0.205 -0.412
H 5.0717 -15.0664 31.2611 0.033 -0.249 0.234
C -1.3901 -8.5866 45.3151 -0.279 1.225 2.323
O -0.2711 -7.7449 45.1723 -0.103 -0.294 -2.344
C 0.9810 -8.3824 45.2136 0.017 0.652 0.551
C 1.9017 -7.5493 44.3686 0.074 0.783 -0.132
N 1.3928 -7.5354 42.9586 2.513 -0.433 1.028
C 2.3863 -7.1460 41.9232 0.152 0.903 0.247
C 3.1975 -5.7992 42.2016 -2.524 -0.766 2.309
O 4.1152 -5.3793 41.2952 1.046 -0.011 -0.630
C 3.5730 -5.3636 40.0246 -0.223 0.848 -1.900
H -1.3928 -9.6209 44.9710 0.528 0.182 -0.439
H -2.2695 -8.0232 45.0032 0.055 -0.173 -0.380
H -1.4286 -8.5341 46.4032 -1.017 -1.171 0.449
H 1.0326 -9.4075 44.8466 -0.592 -0.112 -0.386
H 1.2268 -8.4457 46.2737 0.730 0.110 0.183
H 2.9063 -7.8744 44.6393 0.354 -0.856 -1.414
H 2.0469 -6.5149 44.6800 -0.866 0.303 0.615
H 0.4772 -7.1091 42.9494 0.315 0.568 -0.152
H 1.8138 -7.0232 41.0038 0.051 0.141 -0.065
H 3.0889 -7.9548 41.7225 -0.084 -0.303 0.360
H 3.6289 -5.7077 43.1984 0.673 -0.961 0.005
H 2.4082 -5.0701 42.3844 -0.593 0.699 -0.728
H 3.5288 -6.3379 39.5380 -0.130 -0.222 0.204
H 4.1248 -4.7124 39.3467 0.751 -0.045 0.261
H 2.5926 -4.8911 39.9636 -0.320 -0.331 0.491
C 1.0507 -8.7287 33.7908 1.489 0.511 -1.550
O 0.7462 -9.7537 32.8452 -1.184 -0.811 1.093
C 1.7738 -10.5202 32.2550 1.677 0.175 -0.066
C 1.7506 -11.9915 32.6483 -2.352 0.034 -0.496
N 1.7864 -12.2638 34.1359 1.594 1.989 -2.456
C 3.1835 -12.0244 34.5820 -1.632 -0.587 2.777
C 3.1714 -12.2075 36.1617 1.511 0.330 -0.044
O 2.6206 -11.0941 36.8957 -0.090 -0.850 0.124
C 2.9507 -11.0269 38.3362 0.537 0.887 -1.902
H 0.1993 -8.1581 34.1616 -0.425 -0.618 -0.308
H 1.6294 -8.0700 33.1432 0.308 0.898 0.577
H 1.6941 -8.9943 34.6296 -0.082 -0.559 0.134
H 2.8010 -10.2036 32.4361 0.048 1.041 0.526
H 1.6898 -10.4085 31.1740 -0.323 -0.304 -0.154
H 2.4111 -12.5669 31.9998 0.273 -0.131 0.407
H 0.7335 -12.2238 32.3328 0.024 -0.789 0.102
H 1.4018 -11.3521 34.3381 -1.123 -0.050 1.262
H 3.4946 -10.9901 34.4346 0.216 0.034 -0.301
H 3.8561 -12.7237 34.0853 0.061 -0.035 0.311
H 4.2368 -12.2868 36.3781 0.393 0.151 0.448
H 2.7641 -13.1345 36.5653 -0.472 -0.201 -0.626
H 2.7188 -11.8425 39.0211 -0.702 -0.257 -0.548
H 2.4601 -10.0879 38.5927 0.035 -0.305 0.577
H 4.0303 -10.8928 38.4035 0.168 0.141 0.093
C -8.9198 -11.3383 42.9721 -0.484 -0.091 0.819
O -8.5302 -12.7177 43.0429 0.334 1.624 -1.023
C -7.1168 -12.7884 42.8410 0.019 -2.890 0.524
C -6.8322 -14.2853 42.5275 0.685 0.329 -0.823
N -7.1961 -14.6782 41.1308 -0.476 -0.510 2.364
C -6.1656 -14.6935 40.1181 -0.224 1.447 0.393
C -4.8302 -15.1909 40.6350 -1.428 1.659 -1.427
O -4.1083 -13.9954 41.0964 0.405 -2.738 0.558
C -2.8676 -14.4545 41.6581 0.130 -0.242 0.094
H -8.5099 -10.8187 43.8382 0.255 0.315 -0.206
H -10.0023 -11.2429 43.0581 -0.152 -0.402 0.129
H -8.6570 -10.8488 42.0343 0.441 -0.050 0.148
H -6.5487 -12.5979 43.7516 -0.291 0.534 0.408
H -6.6766 -12.1593 42.0674 -0.664 0.141 -0.252
H -7.3468 -14.9777 43.1938 -0.235 0.453 0.311
H -5.7708 -14.3882 42.7532 0.128 -0.319 -0.274
H -7.9021 -13.9831 40.9342 -0.189 -0.467 -0.982
H -6.0849 -13.6368 39.8633 0.608 -0.113 -1.046
H -6.4705 -15.3063 39.2698 -0.216 0.173 -0.096
H -4.3335 -15.6386 39.7741 0.637 -0.042 0.202
H -5.1840 -15.9755 41.3038 1.190 0.084 1.029
H -2.3440 -13.6917 42.2343 -0.343 0.312 -0.167
H -2.1941 -14.8162 40.8811 0.075 0.125 -0.355
H -3.0334 -15.3152 42.3061 -0.177 0.043 0.235
C -5.3014 -17.3138 37.3403 -0.072 0.798 0.017
O -4.1810 -17.5916 36.5281 -1.060 -0.396 -0.189
C -4.5057 -17.9820 35.1880 0.939 -0.888 -0.564
C -3.9130 -19.3960 35.0304 -0.864 -0.412 0.356
N -4.8360 -20.5061 34.6746 0.513 -0.033 -0.746
C -3.9770 -21.5521 34.1474 -0.802 -2.669 -0.867
C -4.6376 -22.9610 34.1942 0.305 1.478 0.513
O -4.6575 -23.3786 35.5554 -0.357 -0.612 -0.279
C -5.4677 -24.5346 35.6837 -0.382 -0.478 -0.079
H -6.1577 -17.9675 37.1740 0.135 -0.196 -0.187
H -5.5771 -16.2896 37.0893 -0.528 0.170 0.473
H -5.0029 -17.4058 38.3846 0.021 0.128 -0.002
H -3.9740 -17.2815 34.5441 0.030 0.015 -0.224
H -5.5358 -17.9479 34.8335 -0.343 0.087 0.856
H -3.5582 -19.6866 36.0191 0.799 0.419 -0.008
H -3.0969 -19.3454 34.3096 -0.017 -0.256 0.042
H -5.1317 -21.0058 35.5009 -0.571 0.786 0.710
H -3.1035 -21.7225 34.7766 0.646 0.493 -0.406
H -3.7989 -21.4734 33.0749 0.679 0.770 0.118
H -4.0611 -23.6757 33.6067 0.146 0.010 -0.171
H -5.6439 -22.8880 33.7818 -0.257 -0.132 0.026
H -6.3629 -24.2952 36.2578 -0.074 -0.059 -0.001
H -4.9950 -25.4168 36.1154 0.598 0.420 0.597
H -5.7562 -24.9435 34.7154 -0.299 0.380 -0.258
C -0.0561 -20.7478 36.1185 -0.237 1.761 0.636
O -0.6530 -21.1493 34.9050 0.610 -1.301 0.675
C 0.2673 -21.6302 33.9391 -0.454 -0.358 -0.973
C -0.5568 -22.1744 32.7537 -0.064 2.475 -0.216
N -1.3208 -21.0135 32.1704 0.399 0.521 -0.856
C -0.5989 -20.0596 31.2326 -1.657 -0.773 1.519
C -1.5871 -18.9127 30.8144 0.447 0.390 0.427
O -2.2770 -18.2828 31.9481 1.119 -1.519 -0.114
C -3.2521 -17.3066 31.6798 0.133 0.076 -1.168
H 0.5469 -19.8585 35.9354 0.060 0.351 -0.022
H 0.5768 -21.3361 36.7829 0.178 -1.395 -0.932
H -0.8447 -20.4712 36.8183 -0.370 0.242 -0.347
H 0.9700 -22.3828 34.2969 -0.070 -0.075 0.490
H 0.8353 -20.7898 33.5401 0.366 0.174 0.112
H -1.2545 -22.9556 33.0555 0.036 0.044 0.007
H 0.0892 -22.5152 31.9446 0.129 -0.337 0.203
H -1.6610 -20.3996 32.8967 -0.229 -0.369 0.424
H -0.2473 -20.6982 30.4223 -0.155 0.564 -0.496
H 0.2657 -19.5577 31.6669 0.297 -0.111 0.323
H -2.2627 -19.2334 30.0214 -0.353 -0.064 0.262
H -0.9470 -18.1233 30.4205 0.083 0.108 -0.528
H -3.2655 -17.0173 30.6290 -0.148 -0.370 -0.393
H -3.0201 -16.3369 32.1204 0.030 -0.167 0.795
H -4.2342 -17.6998 31.9423 -0.103 0.252 0.168
C -8.4854 -9.2691 31.4073 0.347 0.248 -0.679
O -7.0590 -8.9490 31.4827 -3.535 1.603 -0.422
C -6.2814 -9.8941 32.0509 0.824 -2.084 -0.673
C -5.9428 -10.9915 31.0158 1.325 -0.229 2.226
N -6.9810 -11.8223 30.4871 -1.600 0.692 -0.304
C -6.5166 -13.0141 29.8582 0.607 -0.476 -1.418
C -6.3367 -14.2042 30.8103 3.113 1.904 -2.589
O -7.4353 -14.3281 31.5408 -2.224 -1.954 2.501
C -7.4442 -15.5997 32.2481 -0.916 0.613 -1.119
H -8.7917 -9.8995 30.5725 0.770 -0.001 -0.467
H -9.0208 -8.3298 31.2686 0.171 0.079 0.255
H -8.9169 -9.8274 32.2381 0.565 0.264 0.717
H -6.6966 -10.3335 32.9579 -0.313 -0.073 0.255
H -5.3491 -9.3924 32.3100 0.222 -0.179 0.151
H -5.3078 -11.6762 31.5779 1.007 0.074 0.242
H -5.2968 -10.4646 30.3136 -0.407 -0.435 -0.784
H -7.6194 -12.1764 31.1850 -0.239 0.733 0.553
H -5.5780 -12.7538 29.3689 0.279 -0.434 -0.061
H -7.1913 -13.2849 29.0461 -0.267 -0.134 -0.006
H -5.4378 -13.9156 31.3552 0.317 -0.285 0.969
H -6.0334 -15.0783 30.2341 -0.300 -0.396 -0.179
H -6.5399 -15.7301 32.8426 -0.230 0.184 0.450
H -7.4803 -16.4158 31.5264 0.255 -0.045 -0.353
H -8.4165 -15.6511 32.7380 0.481 0.171 0.690
C -2.3704 -12.1383 33.3293 -0.297 0.056 0.132
O -3.5516 -12.6294 34.0740 1.866 -0.185 -0.098
C -3.2773 -13.8840 34.7191 -0.214 -0.775 -0.146
C -3.1464 -13.7942 36.2600 0.732 1.753 -1.161
N -4.1164 -12.7668 36.7757 1.292 -2.117 0.426
C -4.0569 -12.7880 38.2620 -0.983 1.734 -0.991
C -2.9805 -11.7771 38.8140 0.724 -0.417 -0.618
O -2.2899 -11.0256 37.7777 -1.566 -0.757 -0.114
C -0.9882 -10.6727 38.0862 1.685 0.211 -0.413
H -2.3115 -12.5422 32.3186 -0.518 -0.033 0.054
H -1.3891 -12.3619 33.7477 -0.215 -0.524 0.766
H -2.3565 -11.0492 33.2856 -0.671 0.029 -0.027
H -2.4591 -14.4077 34.2247 0.767 0.429 0.336
H -4.0515 -14.6105 34.4725 -0.838 0.331 0.082
H -2.1852 -13.3369 36.4947 0.639 -0.407 -0.098
H -3.1412 -14.7696 36.7465 -0.627 -0.003 -0.031
H -3.5833 -11.9284 36.5942 -0.374 0.523 -0.721
H -3.9878 -13.7858 38.6953 0.383 0.199 -0.262
H -5.0762 -12.4436 38.4362 0.109 0.273 1.160
H -2.2118 -12.4046 39.2651 0.016 0.285 0.688
H -3.3926 -11.0075 39.4667 -0.129 -0.462 0.484
H -0.3087 -11.5185 38.1905 -0.173 -0.488 0.347
H -0.8241 -10.0184 38.9424 -0.512 0.028 0.357
H -0.5472 -10.1562 37.2337 -0.358 0.225 -0.242
C 2.0120 -1.4607 36.0811 -0.205 1.665 1.337
O 2.5204 -2.6744 36.5105 0.040 -0.028 1.320
C 2.9835 -3.4856 35.5209 0.809 -0.618 -1.592
C 1.7809 -4.2766 34.9450 -0.434 1.584 -0.153
N 0.8558 -4.6511 36.0180 0.702 -2.705 0.098
C 1.3981 -5.8662 36.7252 -0.489 0.849 -0.919
C 0.4538 -6.4932 37.7246 0.067 1.125 1.597
O 0.6777 -5.9267 39.0618 1.384 -1.818 -0.887
C -0.0270 -4.7879 39.3884 -1.189 -0.127 -0.394
H 1.3583 -1.3638 35.2143 -0.182 -0.931 -0.131
H 2.7971 -0.7212 35.9233 0.376 0.002 -0.074
H 1.4824 -1.1616 36.9856 -0.387 0.657 -0.330
H 3.8102 -4.1104 35.8591 -0.439 -0.553 0.749
H 3.5727 -2.8541 34.8560 -0.466 0.036 -1.096
H 2.1337 -5.0173 34.2273 -0.352 -0.625 0.485
H 1.0775 -3.6496 34.3972 0.768 0.638 -0.718
H 0.8556 -3.8652 36.6524 0.012 0.017 0.152
H 2.3739 -5.6190 37.1434 0.028 -0.245 0.635
H 1.6198 -6.5980 35.9484 -0.188 -0.089 -0.198
H 0.5987 -7.5722 37.7765 0.251 0.061 0.344
H -0.6029 -6.3315 37.5117 -0.048 0.116 -0.547
H -0.0669 -4.0772 38.5630 0.106 0.353 0.065
H 0.3760 -4.3308 40.2922 0.126 -0.057 -0.105
H -1.0443 -5.1329 39.5735 -0.534 0.545 0.280
C -5.4096 -4.7629 31.7498 0.540 -0.162 -0.374
O -3.9897 -4.9072 31.4160 -0.888 1.543 0.676
C -3.3163 -5.5668 32.4905 0.875 -0.968 -0.501
C -1.7535 -5.5366 32.5738 0.693 0.773 -1.343
N -1.0161 -6.1911 31.4744 -1.046 -0.844 -1.190
C -1.5575 -7.4943 31.0062 -0.332 0.978 -0.276
C -0.8361 -8.0652 29.7916 1.880 -0.734 0.946
O -1.3763 -9.2555 29.1554 -0.607 1.517 0.432
C -2.7241 -9.1029 28.5456 1.998 0.521 0.737
H -5.9390 -4.1087 31.0571 0.600 -0.121 -0.531
H -5.6315 -4.2998 32.7112 0.671 -0.060 0.410
H -5.9169 -5.7275 31.7362 0.116 -0.253 -0.025
H -3.5925 -6.5929 32.2480 -0.038 -0.489 1.278
H -3.6610 -5.2072 33.4600 -0.269 -0.190 0.035
H -1.3514 -5.8694 33.5307 -0.853 -0.569 0.536
H -1.3496 -4.5247 32.5401 -0.530 0.488 0.010
H -0.0140 -6.1983 31.6006 -0.089 -0.055 0.288
H -2.5763 -7.2872 30.6786 -0.221 -0.128 0.325
H -1.5318 -8.2262 31.8135 -0.322 -0.380 0.020
H 0.1407 -8.3223 30.2015 0.127 -1.488 0.488
H -0.2999 -7.3191 29.2052 -1.655 0.681 -1.447
H -3.4892 -9.0144 29.3169 -0.074 -0.441 -0.005
H -2.7906 -9.9851 27.9089 -0.467 0.226 0.092
H -2.7206 -8.1549 28.0077 -0.124 -0.156 -0.427
C -9.9774 -7.9609 34.4458 -0.494 0.627 -0.520
O -9.2153 -8.4029 35.5727 -0.952 0.561 -0.863
C -8.9513 -9.7881 35.5566 -0.458 -1.129 0.896
C -8.1995 -10.0965 36.8638 0.064 0.698 -0.238
N -6.9812 -9.2985 36.8557 1.330 -1.079 0.140
C -5.9651 -9.7978 35.8585 -0.115 0.970 0.493
C -4.6043 -9.3721 36.3344 0.941 -0.529 -0.961
O -4.4126 -7.9765 36.2622 -1.812 -0.694 1.022
C -3.4569 -7.5549 37.1739 0.516 1.558 -0.452
H -9.4707 -7.8937 33.4831 0.854 -0.294 0.283
H -10.3850 -6.9582 34.5744 0.454 0.161 0.760
H -10.8829 -8.5098 34.1871 -0.018 -0.865 0.639
H -8.3975 -10.0431 34.6531 0.263 -0.237 0.065
H -9.8591 -10.3913 35.5704 -0.410 0.103 -0.316
H -8.0043 -11.1264 37.1627 0.310 -0.338 -1.170
H -8.7808 -9.8371 37.7486 -0.526 0.838 -0.175
H -7.2396 -8.3823 36.5182 -0.039 0.272 0.306
H -6.1848 -9.3408 34.8936 0.160 -0.157 -0.212
H -5.9236 -10.8813 35.7469 -0.469 -0.091 0.191
H -3.7645 -9.7680 35.7634 -0.177 -0.694 -0.684
H -4.3994 -9.8404 37.2971 -0.311 0.586 0.691
H -2.5134 -7.6067 36.6305 0.606 0.089 0.584
H -3.4003 -8.0318 38.1524 -0.161 -0.663 -0.153
H -3.7219 -6.5180 37.3808 0.435 0.270 -0.016
```
Positions in Å, forces in eV/Å.

Results
E   -187702.11282 eV
Orbital gap   8.13 eV
LUMO level   0.212 eV